Density functional theory data (ωB97M-V with the def2-TZVPD basis set) for a 12-piece molecular cluster, C88H196N12O12 overall in a non-equilibrium geometry.

Structure (SMILES): CC1(C)CCCC(C)(C)N1O.CC1(C)CCCC(C)(C)N1O.CC1(C)CCCC(C)(C)N1O.CC1(C)CCCC(C)(C)N1O.CC1(C)CCCC(C)(C)N1O.CC1(C)CCCC(C)(C)N1O.CC1(C)CCCC(C)(C)N1O.CC1(C)CCCC(C)(C)N1O.COC[C@H](C)N.COC[C@H](C)N.COC[C@H](C)N.COC[C@H](C)N
Spin multiplicity: 1
Orbital gap (eV): 8.30
Total charge: 0
Highest occupied orbital energy (eV): -7.89

Last column: Mulliken charge in e.
Element x y z (Å)
1 C -9.42090 -30.81110 2.81087  -0.225
2 C -8.03334 -31.40334 2.50583  2.400
3 C -8.27941 -32.72975 1.74853  -1.134
4 C -7.07963 -33.25950 0.92220  -1.045
5 C -6.43527 -32.04895 0.12063  -1.516
6 C -6.07914 -30.81785 1.01388  1.611
7 N -7.22401 -30.32608 1.76598  0.135
8 O -6.93107 -29.30240 2.58796  2.164
9 C -4.85652 -31.14538 1.85813  -1.192
10 C -5.71681 -29.67985 0.00140  -1.880
11 C -7.43232 -31.92689 3.88347  -0.730
12 H -10.11607 -31.51360 3.27056  -0.840
13 H -9.94726 -30.36145 1.96893  0.761
14 H -9.38602 -30.02920 3.56950  -0.920
15 H -8.41501 -33.58094 2.41576  0.014
16 H -9.04307 -32.62413 0.97798  0.509
17 H -7.38414 -34.00057 0.18315  0.563
18 H -6.41746 -33.71048 1.66128  0.352
19 H -7.15865 -31.76278 -0.64286  0.384
20 H -5.58320 -32.35799 -0.48481  0.466
21 H -4.53559 -30.22783 2.35130  -0.280
22 H -4.87822 -31.90618 2.63840  0.252
23 H -4.00925 -31.42833 1.23349  0.584
24 H -6.44421 -29.33500 -0.73347  0.401
25 H -5.57237 -28.72510 0.50706  0.175
26 H -4.75597 -29.90571 -0.46106  0.493
27 H -7.28287 -31.03214 4.48778  -0.456
28 H -6.58575 -32.61347 3.88001  0.624
29 H -8.09987 -32.59150 4.43188  -0.311
30 H -7.44143 -28.61056 2.16076  -0.996
31 C -11.09028 -27.26361 13.45510  -2.019
32 C -10.27906 -28.24762 14.35986  2.404
33 C -11.24131 -28.80472 15.46997  -0.771
34 C -10.72541 -29.95358 16.36640  -0.927
35 C -10.26375 -31.09969 15.41629  -1.254
36 C -9.36895 -30.65821 14.27362  1.626
37 N -9.86929 -29.40778 13.59019  1.033
38 O -8.95752 -29.12663 12.60527  0.161
39 C -7.95808 -30.57756 14.92159  -1.781
40 C -9.31786 -31.78225 13.26524  -1.389
41 C -9.14674 -27.41221 15.04666  -1.715
42 H -11.89308 -26.87493 14.08165  0.618
43 H -11.47719 -27.77719 12.57496  0.119
44 H -10.51421 -26.43596 13.04131  0.128
45 H -11.47514 -27.99373 16.15969  0.543
46 H -12.11390 -29.19429 14.94564  -0.254
47 H -11.42518 -30.28869 17.13199  0.488
48 H -9.80126 -29.70282 16.88715  0.501
49 H -11.07383 -31.63376 14.91968  0.379
50 H -9.62622 -31.73238 16.03386  0.373
51 H -8.05252 -29.85507 15.73225  0.324
52 H -7.46997 -31.49116 15.26101  0.520
53 H -7.17506 -30.07297 14.35557  0.137
54 H -8.72432 -32.65681 13.53165  0.476
55 H -10.29351 -32.01221 12.83709  0.007
56 H -8.69314 -31.45265 12.43507  -0.265
57 H -9.44438 -26.58808 15.69498  0.370
58 H -8.62252 -27.04003 14.16644  0.277
59 H -8.48699 -27.89924 15.76474  0.369
60 H -9.48280 -29.14851 11.80201  -0.043
61 C -6.19198 -31.34222 10.43254  -0.680
62 C -4.83811 -32.03150 10.79743  2.446
63 C -4.92195 -32.39817 12.28219  -0.901
64 C -5.74981 -33.72553 12.61083  0.079
65 C -5.37270 -34.90460 11.75973  -1.674
66 C -5.36092 -34.51546 10.20366  1.993
67 N -4.67547 -33.23441 9.98425  -0.013
68 O -4.54052 -32.95791 8.64423  -0.312
69 C -4.58504 -35.75385 9.58874  -1.688
70 C -6.79734 -34.50051 9.68030  -2.057
71 C -3.73806 -30.99197 10.57910  -2.202
72 H -6.37627 -31.49114 9.36861  -0.217
73 H -6.14490 -30.27228 10.63532  1.063
74 H -7.00368 -31.79332 11.00329  -1.088
75 H -3.95826 -32.42405 12.79085  0.474
76 H -5.46070 -31.65434 12.86919  -0.009
77 H -6.83203 -33.64045 12.51253  -0.416
78 H -5.54127 -34.10134 13.61251  0.635
79 H -6.06517 -35.70795 12.01116  0.318
80 H -4.36765 -35.20548 12.05544  0.565
81 H -5.21366 -36.41960 8.99738  0.367
82 H -3.73257 -35.46222 8.97528  0.309
83 H -4.13147 -36.44011 10.30389  0.439
84 H -6.96293 -33.95934 8.74874  0.367
85 H -7.15130 -35.49499 9.40858  0.566
86 H -7.49714 -34.04496 10.38092  0.126
87 H -3.81370 -30.03900 11.10278  0.371
88 H -3.63677 -30.66188 9.54523  0.048
89 H -2.77708 -31.49002 10.70783  0.601
90 H -3.58423 -32.93676 8.56254  0.385
91 C -16.80322 -31.49093 12.57885  -1.330
92 C -16.41249 -30.15766 13.21317  2.022
93 C -17.67445 -29.29095 13.59551  -1.103
94 C -18.22411 -29.67379 14.99044  -0.999
95 C -17.18132 -29.68447 16.08452  -1.084
96 C -16.03236 -30.67678 15.77734  1.511
97 N -15.50425 -30.26999 14.43839  0.493
98 O -14.28271 -30.88903 14.20114  -0.182
99 C -14.98959 -30.45907 16.87092  -2.090
100 C -16.49407 -32.16133 15.91948  -1.699
101 C -15.73337 -29.38453 12.09781  -2.206
102 H -15.98209 -32.20251 12.49216  -0.183
103 H -17.26691 -31.25130 11.62194  0.480
104 H -17.51063 -32.11333 13.12682  0.311
105 H -17.40461 -28.23495 13.60787  0.444
106 H -18.40288 -29.53167 12.82121  0.372
107 H -18.71109 -30.63520 14.82720  0.346
108 H -19.05489 -29.01409 15.24088  0.428
109 H -17.69416 -30.07411 16.96387  0.439
110 H -16.81913 -28.69531 16.36465  0.423
111 H -15.50549 -30.43903 17.83089  0.488
112 H -14.06485 -31.03557 16.84666  0.320
113 H -14.81299 -29.39338 16.72528  0.471
114 H -15.88270 -32.83187 15.31557  0.220
115 H -16.58389 -32.49529 16.95317  0.467
116 H -17.47725 -32.18130 15.44934  0.337
117 H -15.46205 -28.38364 12.43356  0.678
118 H -16.33239 -29.28980 11.19211  -0.141
119 H -14.84569 -29.89126 11.71919  0.402
120 H -13.63469 -30.19910 14.36132  -0.034
121 C -0.52098 -29.60195 4.62546  -1.553
122 C -1.23721 -28.36682 5.40607  1.489
123 C -1.63488 -27.20151 4.42469  -1.575
124 C -2.94826 -27.55002 3.69396  -0.812
125 C -4.08165 -27.81207 4.78036  -0.106
126 C -3.75927 -28.94655 5.79621  2.453
127 N -2.41333 -28.80826 6.28816  0.600
128 O -2.12004 -29.80925 7.19265  -0.536
129 C -4.79712 -28.87322 6.96217  -0.361
130 C -4.11440 -30.35362 5.20980  -1.283
131 C -0.14124 -27.73321 6.21587  -1.983
132 H -1.18927 -30.09653 3.92056  0.263
133 H -0.25729 -30.25784 5.45514  0.403
134 H 0.35236 -29.27807 4.05936  0.419
135 H -1.75165 -26.20419 4.84874  0.407
136 H -0.81167 -26.96506 3.75051  0.577
137 H -2.68794 -28.40243 3.06648  0.132
138 H -3.21244 -26.76581 2.98450  0.546
139 H -4.87643 -28.14577 4.11324  -0.768
140 H -4.19608 -26.86493 5.30754  0.529
141 H -4.40116 -29.38001 7.84222  -1.094
142 H -4.90414 -27.85530 7.33700  0.522
143 H -5.76745 -29.29434 6.69908  -0.608
144 H -5.10324 -30.13936 4.80438  0.290
145 H -3.51946 -30.52928 4.31353  0.276
146 H -4.14781 -31.26776 5.80253  -0.088
147 H 0.67112 -27.31254 5.62325  0.379
148 H 0.24200 -28.40532 6.98366  0.340
149 H -0.55987 -26.92709 6.81838  0.498
150 H -2.32410 -29.35997 8.01613  0.358
151 C -10.87019 -24.43344 7.18021  -1.259
152 C -9.56278 -24.18254 7.90529  2.222
153 C -9.80443 -23.15248 9.07893  -1.329
154 C -8.64796 -23.05672 10.12252  -0.952
155 C -8.28280 -24.45047 10.70828  -1.052
156 C -8.16082 -25.59351 9.69873  2.289
157 N -9.16024 -25.46630 8.54344  0.108
158 O -8.95708 -26.51465 7.62718  1.300
159 C -6.72049 -25.37332 9.15926  -1.947
160 C -8.37318 -26.88715 10.48419  -1.177
161 C -8.46099 -23.64432 6.86681  -1.620
162 H -10.75626 -24.99938 6.25564  -0.397
163 H -11.20832 -23.51477 6.70081  0.694
164 H -11.62722 -24.90824 7.80436  -0.130
165 H -10.09370 -22.15145 8.75901  0.414
166 H -10.75368 -23.43290 9.53542  -0.096
167 H -9.11552 -22.46429 10.90897  0.633
168 H -7.83727 -22.43778 9.73809  0.327
169 H -9.14190 -24.68018 11.33858  -0.164
170 H -7.42990 -24.38905 11.38422  0.569
171 H -5.99934 -25.39823 9.97623  0.471
172 H -6.61591 -26.19544 8.45126  0.269
173 H -6.41486 -24.48079 8.61328  0.253
174 H -9.32450 -26.75804 11.00035  -0.217
175 H -8.38594 -27.79938 9.88771  -0.725
176 H -7.56310 -26.94045 11.21154  0.682
177 H -8.75108 -22.89185 6.13351  0.435
178 H -8.23440 -24.53978 6.28810  0.231
179 H -7.55593 -23.25739 7.33504  0.297
180 H -9.63119 -27.11581 7.95243  -0.494
181 C -8.92204 -26.89762 3.78146  -0.306
182 C -9.60735 -26.36372 2.46075  2.142
183 C -9.98038 -24.87731 2.63923  -0.744
184 C -8.89238 -23.76644 2.36312  -0.655
185 C -8.31086 -24.05233 0.98471  -1.398
186 C -7.80308 -25.51092 0.81369  1.665
187 N -8.71994 -26.50131 1.28452  0.257
188 O -8.63965 -27.80946 0.71641  -0.512
189 C -7.51082 -25.53895 -0.70240  -1.880
190 C -6.51563 -25.60673 1.66306  -1.506
191 C -10.94799 -27.11829 2.28730  -1.719
192 H -7.87257 -26.62846 3.90088  0.040
193 H -8.84254 -27.98380 3.73693  -1.032
194 H -9.56734 -26.67241 4.63056  0.441
195 H -10.93981 -24.72615 2.14452  0.513
196 H -10.14474 -24.67872 3.69830  -0.152
197 H -8.09987 -23.77691 3.11138  0.176
198 H -9.32579 -22.76830 2.42616  0.538
199 H -7.37860 -23.48817 0.95790  0.487
200 H -9.10119 -23.88320 0.25335  0.381
201 H -8.46862 -25.55979 -1.22229  0.481
202 H -6.92433 -24.73225 -1.14214  0.366
203 H -6.89836 -26.36985 -1.05255  0.274
204 H -6.66048 -25.22338 2.67309  0.237
205 H -6.30414 -26.67184 1.75753  -0.152
206 H -5.73785 -25.01434 1.18117  0.617
207 H -10.64584 -28.15471 2.13680  0.221
208 H -11.52688 -26.78602 1.42558  0.537
209 H -11.60638 -27.15895 3.15504  0.176
210 H -9.37107 -27.83644 0.09520  0.360
211 C -12.25675 -27.77208 8.96466  -1.689
212 C -11.81542 -29.13490 8.31617  2.383
213 C -12.16199 -28.91749 6.79278  -1.849
214 C -11.50523 -29.99070 5.95501  -0.628
215 C -9.96516 -29.89190 6.23840  0.741
216 C -9.58121 -30.18626 7.68623  1.931
217 N -10.38463 -29.36298 8.58505  0.239
218 O -10.12196 -29.46779 9.95932  1.497
219 C -9.74206 -31.82780 7.95870  -1.135
220 C -8.07480 -29.86607 7.80645  -1.305
221 C -12.79793 -30.19669 8.91986  -1.277
222 H -13.28362 -27.49486 8.72633  0.522
223 H -11.66249 -26.91282 8.65379  -0.114
224 H -12.13236 -27.79081 10.04737  -0.014
225 H -13.20830 -29.08655 6.53832  0.258
226 H -11.90319 -27.89932 6.50218  0.494
227 H -11.73737 -29.70034 4.93036  0.591
228 H -11.96040 -30.96332 6.14195  0.258
229 H -9.68482 -28.85338 6.06238  -0.561
230 H -9.38429 -30.52286 5.56566  -0.887
231 H -10.77810 -32.14605 8.07464  -0.097
232 H -9.33546 -32.24728 7.03848  0.081
233 H -9.14768 -32.12095 8.82408  0.181
234 H -7.42384 -30.65444 7.42851  0.965
235 H -7.80888 -28.91727 7.34047  0.429
236 H -7.65005 -29.78734 8.80719  -0.376
237 H -12.62093 -30.37975 9.97971  -0.193
238 H -12.80702 -31.18265 8.45520  0.329
239 H -13.79913 -29.90030 8.60707  -0.251
240 H -10.42193 -30.34607 10.20475  -0.225
241 C -17.07571 -27.00229 8.88265  -0.840
242 C -18.11129 -28.03185 8.46150  0.339
243 C -17.57214 -29.41419 8.00947  -0.320
244 O -16.89539 -29.40877 6.76798  -0.411
245 C -16.26163 -30.57195 6.48427  -0.303
246 N -19.14932 -28.13654 9.44738  -0.532
247 H -16.36993 -27.00415 8.05201  0.284
248 H -16.45405 -27.36997 9.69902  -0.313
249 H -17.52800 -26.05042 9.16100  0.565
250 H -18.52852 -27.52577 7.59093  0.306
251 H -18.36349 -30.16107 7.94611  0.419
252 H -16.91902 -29.78586 8.79903  -0.037
253 H -16.86678 -31.47842 6.46901  0.318
254 H -15.40233 -30.63951 7.15144  -0.052
255 H -15.89238 -30.52644 5.45973  0.254
256 H -19.43982 -27.17756 9.57416  0.246
257 H -19.86534 -28.79228 9.16913  0.229
258 C -11.16910 -38.30900 1.73324  -1.345
259 C -11.85692 -37.17972 2.65179  0.484
260 C -10.90060 -36.11231 3.30681  -0.693
261 O -11.63267 -35.28738 4.26335  -0.434
262 C -10.91010 -34.07380 4.58146  -0.594
263 N -12.77619 -36.37912 1.82328  -0.733
264 H -11.80392 -39.16244 1.49505  0.352
265 H -10.31913 -38.78620 2.22102  0.355
266 H -10.70284 -37.89336 0.83996  0.313
267 H -12.45422 -37.58571 3.46817  0.305
268 H -10.48571 -35.44862 2.54820  0.246
269 H -9.98442 -36.59071 3.65299  0.404
270 H -9.83723 -34.20184 4.72522  0.342
271 H -11.35522 -33.50599 5.39851  0.121
272 H -11.00133 -33.29127 3.82817  0.298
273 H -12.89587 -35.41224 2.08964  0.244
274 H -13.71616 -36.74835 1.83903  0.223
275 C -13.04204 -33.45815 11.40399  -0.915
276 C -13.30660 -34.31339 10.10725  0.234
277 C -14.66057 -34.06241 9.37090  -0.635
278 O -15.81743 -34.54043 10.08107  -0.363
279 C -15.95211 -35.91226 10.10892  -0.883
280 N -12.27011 -34.21089 9.15819  -0.403
281 H -13.96810 -33.45711 11.97889  0.170
282 H -12.65655 -32.48285 11.10684  -0.039
283 H -12.31813 -34.02284 11.99152  0.417
284 H -13.27397 -35.34915 10.44527  0.606
285 H -14.62830 -34.48450 8.36646  0.645
286 H -14.82344 -32.98661 9.30598  -0.126
287 H -17.00977 -36.17404 10.13933  0.277
288 H -15.47974 -36.29533 11.01348  0.298
289 H -15.61107 -36.45110 9.22493  0.359
290 H -12.41939 -34.76206 8.32511  0.165
291 H -11.44276 -34.62034 9.56800  0.255
292 C -13.87653 -25.82704 11.10317  0.041
293 C -14.65065 -24.57356 11.50034  0.097
294 C -14.65210 -23.47210 10.43603  -0.224
295 O -15.12362 -22.24624 11.03459  -0.440
296 C -14.13478 -21.46548 11.74071  -0.626
297 N -16.05052 -24.85313 11.73783  -0.597
298 H -13.63556 -26.39151 12.00394  -0.110
299 H -12.86660 -25.49892 10.85727  0.168
300 H -14.31167 -26.30640 10.22627  -0.090
301 H -14.22114 -24.22032 12.43781  0.302
302 H -15.28826 -23.69182 9.57863  0.269
303 H -13.69552 -23.18074 10.00224  0.046
304 H -14.61105 -20.55267 12.09854  0.261
305 H -13.38607 -21.07271 11.05277  0.260
306 H -13.69323 -22.02885 12.56274  0.266
307 H -16.53796 -25.24577 10.94515  0.145
308 H -16.49278 -23.96757 11.93853  0.334

***

Density functional theory data (ωB97M-V with the def2-TZVPD basis set) for ClCuNi as an isolated structure in a non-equilibrium geometry.

Spin multiplicity: 3
Orbital gap (spin up / spin down) (eV): 10.13 / 7.61
Total charge: +2
Highest occupied orbital energy (spin up / spin down) (eV): -21.70 / -21.61

Last column: Mulliken charge in e.
Element x y z (Å)
1 Cu -29.76544 -8.65218 -9.47118  0.722
2 Ni -28.84728 -10.61441 -12.71031  1.116
3 Cl -29.11373 -9.79288 -11.14765  0.162

***

The evaluated energy above the lowest of the compared OMol25 structures with the same formula, charge and spin for the records listed, in turn: 175.4 6.6 kcal per mole.
The evaluated calculated total energy for the records listed, in turn: -5029.80229 -3608.09621 a.u..